Version i
ORCA calculation (ωB97M-V/def2-TZVPD) on a 2-piece molecular cluster, C3H8 overall.

For the gap between HOMO and LUMO, the calculation gives 11.36 eV. The calculation puts the LUMO energy at 1.07 eV.

```
11
C3H8 | the Open Molecules 2025 dataset | ωB97M-V/def2-TZVPD
C 2.604 0.740 -0.754
C 1.624 -0.102 -0.748
H 2.619 1.448 0.080
H 3.245 0.576 -1.588
H 0.712 0.153 -0.101
H 1.618 -0.937 -1.576
C -3.336 -0.510 1.206
H -2.373 -0.141 1.117
H -3.562 -0.634 2.295
H -4.038 0.265 0.760
H -3.570 -1.495 0.785
```

Table of natural (NBO) atomic charges, one value per atom, all in e: C -0.42; C -0.39; H 0.21; H 0.21; H 0.20; H 0.20; C -0.85; H 0.21; H 0.21; H 0.21; H 0.22


Version ii
ORCA calculation (ωB97M-V/def2-TZVPD) on an isolated molecule of C3H8.

For the gap between HOMO and LUMO, the calculation gives 12.35 eV. The calculation puts the LUMO energy at 1.30 eV.

```
11
C3H8 | the Open Molecules 2025 dataset | ωB97M-V/def2-TZVPD
C -0.723 -0.800 0.775
C 0.448 -0.378 -0.181
C 0.432 1.090 -0.546
H -0.825 -1.788 0.945
H -1.665 -0.610 0.262
H -0.727 -0.245 1.808
H 0.610 -0.988 -1.142
H 1.394 -0.725 0.254
H 0.876 1.811 0.160
H 0.849 1.299 -1.557
H -0.669 1.333 -0.779
```

Table of natural (NBO) atomic charges, one value per atom, all in e: C -0.60; C -0.42; C -0.62; H 0.20; H 0.20; H 0.20; H 0.21; H 0.20; H 0.21; H 0.21; H 0.20


Stability check: which of them is least stable? version i.


Version i
ORCA calculation (ωB97M-V/def2-TZVPD) on an isolated ion of composition C3HO4 and charge -1.

For the gap between HOMO and LUMO, the calculation gives 6.92 eV. The calculation puts the LUMO energy at 3.76 eV. Its total charge is -1.

```
8
C3HO4 | the Open Molecules 2025 dataset | ωB97M-V/def2-TZVPD
O -0.845 -2.398 0.093
C -0.855 -1.226 0.116
C -0.802 0.020 -0.064
C 0.387 0.996 0.049
O 0.111 2.177 0.168
O 1.630 0.656 0.000
O 2.170 -0.622 -0.021
H -1.796 0.397 -0.343
```

Table of natural (NBO) atomic charges, one value per atom, all in e: O -0.49; C 0.73; C -0.66; C 0.77; O -0.68; O -0.28; O -0.65; H 0.26


Version ii
ORCA calculation (ωB97M-V/def2-TZVPD) on an isolated ion of composition C3HO4 and charge -1.

For the gap between HOMO and LUMO, the calculation gives 8.52 eV. The calculation puts the LUMO energy at 4.01 eV. Its total charge is -1.

```
8
C3HO4 | the Open Molecules 2025 dataset | ωB97M-V/def2-TZVPD
O -2.155 -0.252 0.864
C -1.355 -0.207 -0.094
O -1.353 -0.358 -1.320
C 0.192 0.080 0.464
O 0.922 1.229 -0.173
C 1.390 0.073 -0.354
O 2.168 -0.542 -0.990
H 0.191 -0.023 1.602
```

Table of natural (NBO) atomic charges, one value per atom, all in e: O -0.75; C 0.78; O -0.73; C -0.18; O -0.46; C 0.77; O -0.59; H 0.18


Stability check: which of them is least stable? version i.


Version i
ORCA calculation (ωB97M-V/def2-TZVPD) on a 2-piece molecular cluster, C8H13N overall.

For the gap between HOMO and LUMO, the calculation gives 9.87 eV. The calculation puts the LUMO energy at 1.02 eV.

```
22
C8H13N | the Open Molecules 2025 dataset | ωB97M-V/def2-TZVPD
C 1.436 1.960 -1.107
C 0.283 1.661 -0.940
C -1.057 1.266 -0.767
C -1.718 1.404 0.383
C -3.128 0.974 0.583
H 2.430 2.257 -1.278
H -1.530 0.826 -1.632
H -1.222 1.850 1.235
H -3.724 1.790 1.003
H -3.570 0.632 -0.336
H -3.155 0.123 1.302
C 1.925 -0.852 1.161
C 0.947 -1.440 0.180
C 1.511 -1.782 -1.165
N -0.278 -1.649 0.381
H 1.471 -0.730 2.140
H 2.814 -1.484 1.249
H 2.239 0.135 0.802
H 1.684 -0.861 -1.725
H 2.459 -2.311 -1.065
H 0.797 -2.399 -1.712
H -0.613 -1.368 1.309
```

Table of natural (NBO) atomic charges, one value per atom, all in e: C -0.25; C -0.02; C -0.30; C -0.10; C -0.64; H 0.23; H 0.23; H 0.20; H 0.22; H 0.22; H 0.22; C -0.69; C 0.33; C -0.68; N -0.64; H 0.21; H 0.22; H 0.24; H 0.23; H 0.21; H 0.23; H 0.33


Version ii
ORCA calculation (ωB97M-V/def2-TZVPD) on C8H13N as an isolated structure.

For the gap between HOMO and LUMO, the calculation gives 8.58 eV. The calculation puts the LUMO energy at 0.14 eV.

```
22
C8H13N | the Open Molecules 2025 dataset | ωB97M-V/def2-TZVPD
C 2.397 -0.829 1.997
C 1.796 0.292 0.932
C -0.440 1.031 -0.064
C -0.041 0.552 -1.648
C -1.680 0.481 -1.763
C -2.189 -0.724 -1.058
C -1.951 -0.796 0.379
C -0.552 -0.258 0.458
H 3.640 -0.198 2.183
H 2.635 -2.215 1.175
H 1.729 -0.801 3.115
H 2.397 0.262 -0.145
H 2.459 1.289 1.420
H -1.201 1.938 0.223
H 0.230 1.314 -2.475
H 0.514 -0.565 -1.804
H -2.196 0.523 -3.066
H -2.132 1.805 -0.999
H -3.203 -0.976 -1.177
H -2.602 -1.483 1.044
H 0.012 -1.285 0.214
N 0.378 0.643 1.059
```

Table of natural (NBO) atomic charges, one value per atom, all in e: C -0.64; C -0.27; C -0.07; C -0.47; C -0.38; C -0.31; C -0.12; C -0.16; H 0.23; H 0.19; H 0.26; H 0.21; H 0.20; H 0.26; H 0.22; H 0.25; H 0.22; H 0.18; H 0.21; H 0.23; H 0.21; N -0.45


Stability check: which of them is least stable? version ii.